Entry 1:
C5H7N3 | ωB97M-V with the def2-TZVPD basis set

Computed properties:
Energy   -9766.1430 eV
Orbital gap   8.48 eV
Energy above the lowest of the compared OMol25 structures with the same formula, charge and spin   3.2446 eV
Multiplicity   1

Geometry (Å):
C1 -1.398943 -1.077448 -0.179825
C2 -1.357389 1.171195 0.431004
C3 -0.067040 -0.794162 -0.258768
C4 -0.053647 1.036302 0.180596
C5 1.181181 -1.409470 -0.495863
N1 2.270090 -0.738946 -0.593084
N2 -2.159999 0.006546 0.258285
N3 1.071650 1.782139 0.328450
H1 -1.797852 -2.119184 -0.427804
H2 -1.974826 2.123339 0.683043
H3 1.114827 -2.496546 -0.467998
H4 3.055284 -1.384651 -0.644557
H5 -3.089569 0.271302 0.102072
H6 1.356709 2.301595 1.174520
H7 1.849525 1.327988 -0.090071

Force components x, y, z for each atom (eV/Å):
0.116 -0.892 -0.439
-1.672 1.687 0.322
-1.148 5.739 1.255
-0.638 -4.710 -0.302
0.069 -0.424 0.392
-0.142 -0.495 -0.045
2.802 0.145 0.135
0.382 0.984 0.384
0.073 1.900 0.474
1.444 -1.770 -0.353
0.459 -0.346 -0.191
0.033 0.095 -0.172
-1.516 -0.838 -0.479
-0.987 -0.705 -0.637
0.726 -0.370 -0.343

Entry 2:
C4H3N3 | ωB97M-V with the def2-TZVPD basis set

Computed properties:
Energy   -8663.7465 eV
Orbital gap   10.21 eV
Energy above the lowest of the compared OMol25 structures with the same formula, charge and spin   2.6643 eV
Multiplicity   1

Geometry (Å):
C1 -2.062167 -1.163644 0.845618
C2 -1.211082 -0.337656 0.625306
C3 -0.014121 0.202831 0.079975
C4 0.819490 -0.523437 -0.733106
N1 1.877250 0.243264 -1.085106
N2 1.745021 1.409794 -0.535376
N3 0.608669 1.404967 0.172364
H1 -2.772978 -1.941424 1.013216
H2 0.657148 -1.544130 -1.044950
H3 0.352771 2.249434 0.662059

Force components x, y, z for each atom (eV/Å):
0.320 0.413 -0.011
-0.312 -0.471 0.011
0.156 -0.121 -0.150
0.036 -0.028 -0.036
-0.082 0.125 0.087
-0.084 -0.106 0.003
-0.102 -0.017 0.056
-0.072 0.269 0.124
0.239 0.143 -0.078
-0.100 -0.206 -0.005

Entry 3:
C18H58B3FeN2O6 | ωB97M-V with the def2-TZVPD basis set

Computed properties:
Energy   -71283.9311 eV
Orbital gap (alpha / beta)   7.96 / 7.97 eV
Energy above the lowest of the compared OMol25 structures with the same formula, charge and spin   0.0000 eV
Multiplicity   5
⟨S²⟩   6.0085
Total charge   -1

Geometry (Å):
Fe1 2.213331 -18.280834 -14.839791
B1 2.865573 -17.644092 -16.791202
H1 1.732698 -17.416812 -16.657643
H2 3.365527 -17.017145 -15.965213
H3 3.023678 -18.756037 -16.530559
H4 3.142598 -17.368820 -17.892569
B2 -0.828747 -18.450336 -11.447739
H5 -1.057271 -19.378120 -12.151723
H6 -1.441191 -18.502689 -10.436709
H7 0.307969 -18.537499 -11.126766
H8 -1.034355 -17.413977 -12.001204
B3 2.903817 -19.456942 -13.180718
H9 1.805628 -19.138814 -12.993099
H10 3.512508 -18.480441 -13.299724
H11 3.278856 -20.067572 -12.259187
H12 3.021767 -20.122677 -14.150377
C1 6.033091 -18.193759 -15.741523
C2 7.552101 -18.096928 -15.796834
C3 8.191583 -19.306962 -16.449672
O1 7.897884 -16.950832 -16.605732
H13 5.721836 -19.004887 -15.071910
H14 5.566647 -18.427368 -16.696589
H15 5.649621 -17.306935 -15.234966
H16 7.911728 -17.946212 -14.777020
H17 7.817011 -19.514763 -17.451840
H18 7.949482 -20.200904 -15.865516
H19 9.272087 -19.163994 -16.476332
H20 7.066003 -16.575512 -16.908156
C4 2.883491 -23.180853 -12.432118
C5 1.479019 -22.994851 -11.873519
C6 1.304052 -23.822043 -10.603904
O2 1.226367 -21.617135 -11.630055
H21 3.122810 -24.223683 -12.664889
H22 3.642111 -22.877645 -11.704357
H23 3.053404 -22.609046 -13.345770
H24 0.725901 -23.309869 -12.607023
H25 1.634625 -24.850133 -10.746621
H26 0.284992 -23.755690 -10.221069
H27 1.911000 -23.363541 -9.816331
H28 2.001371 -21.117648 -11.935787
C7 5.695307 -17.861037 -6.177079
O3 4.815815 -18.110121 -7.251494
C8 4.924147 -19.430362 -7.750886
C9 4.143889 -19.525924 -9.060701
N1 4.986623 -19.240914 -10.230602
C10 5.423082 -17.868096 -10.293896
C11 6.234912 -17.608286 -11.547934
O4 6.565207 -16.237191 -11.617742
C12 7.418424 -15.967491 -12.708569
H29 5.326106 -16.975203 -5.666085
H30 6.716958 -17.751670 -6.558584
H31 5.719548 -18.688556 -5.455856
H32 4.431401 -20.092615 -7.023676
H33 5.955038 -19.768742 -7.906387
H34 3.354948 -18.761664 -9.016142
H35 3.645711 -20.490955 -9.130631
H36 4.400937 -19.492320 -11.021589
H37 6.049122 -17.654362 -9.422715
H38 4.612212 -17.125324 -10.221135
H39 5.627128 -17.903890 -12.415888
H40 7.116311 -18.262319 -11.550591
H41 8.352398 -16.516469 -12.547046
H42 7.682328 -14.907083 -12.693152
H43 6.914844 -16.133137 -13.664880
C13 3.433547 -15.775744 -13.060723
O5 2.327262 -16.288679 -13.784885
C14 1.082912 -15.685236 -13.510023
C15 0.013004 -16.311386 -14.400843
N2 0.135844 -17.783542 -14.361129
C16 -0.781667 -18.422384 -15.343785
C17 -0.339204 -19.881578 -15.507956
O6 1.044490 -19.983382 -15.822090
C18 1.422864 -21.278075 -16.231198
H44 3.422535 -14.691090 -13.205388
H45 4.343309 -16.127421 -13.546612
H46 3.440504 -16.108936 -12.023809
H47 1.125454 -14.604428 -13.702774
H48 0.855117 -15.833539 -12.448761
H49 0.107404 -15.980990 -15.438993
H50 -0.944731 -15.940157 -14.018786
H51 -0.342504 -17.938054 -13.453340
H52 -0.684010 -17.871742 -16.281512
H53 -1.802448 -18.355257 -14.963529
H54 -0.855792 -20.314752 -16.375536
H55 -0.612315 -20.443480 -14.609147
H56 0.717406 -21.638566 -16.991966
H57 1.228991 -21.997157 -15.422765
H58 2.460419 -21.267562 -16.539984

Force components x, y, z for each atom (eV/Å):
-0.785 0.292 0.370
-0.055 0.696 -1.107
-1.730 0.165 0.116
1.164 1.176 0.925
0.513 -1.856 0.013
0.503 0.126 -0.646
0.187 -0.179 0.408
-0.365 -0.681 -0.691
-0.777 0.011 0.599
1.012 0.154 0.023
-0.290 0.949 -0.448
0.478 -1.096 0.486
-1.373 0.178 0.091
1.222 1.277 -0.098
0.432 -0.348 0.593
0.109 -0.621 -0.727
0.331 -0.731 1.113
-0.841 0.045 -1.163
0.021 -0.403 0.649
0.119 0.039 0.378
0.140 -0.076 -0.038
0.020 0.501 -0.143
-0.282 0.176 -0.537
0.296 -0.004 -0.082
-0.034 0.402 -0.084
0.240 0.029 0.102
0.015 -0.167 -0.117
0.060 0.103 -0.040
0.349 -0.371 -0.200
0.138 0.124 -0.158
0.068 0.777 0.370
0.275 -0.506 0.224
-0.281 -0.043 0.007
-0.138 0.200 0.077
-0.121 0.132 0.047
0.129 -0.230 -0.108
-0.217 -0.095 -0.014
-0.093 -0.255 -0.219
0.185 -0.111 -0.085
-0.470 0.156 0.104
-0.131 -0.368 -0.260
0.361 0.065 0.184
-1.025 -0.393 -0.126
0.422 1.059 0.154
-0.386 -0.984 0.199
0.222 0.518 0.283
-0.563 -0.444 -0.090
0.015 0.064 -0.004
0.039 0.582 0.594
0.271 0.154 -0.048
0.052 0.296 0.157
-0.180 -0.043 -0.013
0.270 -0.104 0.067
0.107 0.235 0.067
-0.208 -0.168 0.243
0.244 -0.111 -0.306
0.322 0.346 -0.268
0.062 -0.060 -0.024
-0.164 -0.117 -0.163
0.058 0.072 -0.098
0.186 0.199 0.034
-0.037 -0.234 -0.629
-0.143 -0.002 0.189
0.264 -0.453 -0.071
-0.086 0.238 -0.724
0.389 -0.269 -0.403
-0.237 0.060 0.275
0.486 0.251 -0.148
-1.355 0.981 -0.187
1.302 -0.018 0.334
-0.725 -0.002 -0.583
-0.241 0.350 0.152
-1.190 -0.449 0.612
0.085 0.080 0.576
-0.081 -0.223 0.013
-0.158 0.234 0.110
0.095 -0.028 -0.034
-0.220 -0.102 -0.067
0.206 0.088 0.043
-0.135 -0.262 -0.041
0.898 -0.903 0.415
-0.100 -0.152 -0.113
-0.132 -0.231 -0.202
-0.337 -0.014 0.201
0.310 -0.058 0.084
0.437 0.267 -0.529
0.567 0.120 0.244
0.010 -0.003 -0.090

Among the records above, which one has the highest energy above the lowest of the compared OMol25 structures with the same formula, charge and spin? C5H7N3

Which of these has the highest energy? C4H3N3

Copy entry 2 word for word.
C4H3N3 | ωB97M-V with the def2-TZVPD basis set

Computed properties:
Energy   -8663.7465 eV
Orbital gap   10.21 eV
Energy above the lowest of the compared OMol25 structures with the same formula, charge and spin   2.6643 eV
Multiplicity   1

Geometry (Å):
C1 -2.062167 -1.163644 0.845618
C2 -1.211082 -0.337656 0.625306
C3 -0.014121 0.202831 0.079975
C4 0.819490 -0.523437 -0.733106
N1 1.877250 0.243264 -1.085106
N2 1.745021 1.409794 -0.535376
N3 0.608669 1.404967 0.172364
H1 -2.772978 -1.941424 1.013216
H2 0.657148 -1.544130 -1.044950
H3 0.352771 2.249434 0.662059

Force components x, y, z for each atom (eV/Å):
0.320 0.413 -0.011
-0.312 -0.471 0.011
0.156 -0.121 -0.150
0.036 -0.028 -0.036
-0.082 0.125 0.087
-0.084 -0.106 0.003
-0.102 -0.017 0.056
-0.072 0.269 0.124
0.239 0.143 -0.078
-0.100 -0.206 -0.005